DFT (wB97M-V/def2-TZVPD) results for a 12-piece molecular cluster, C44H117N5O17 overall in a non-equilibrium geometry.

Structure (XYZ):
```
183
Properties=species:S:1:pos:R:3:forces:R:3:mulliken_charge:R:1
H -6.00835 10.60736 33.86392 0.0534 -0.0671 0.1708 0.27
H -5.24241 6.30458 33.19859 -0.1036 0.4420 -0.0084 0.05
C -9.46503 10.57948 29.76040 -1.0412 -0.9567 -1.7383 1.98
H -6.22807 9.07013 25.22516 0.1910 0.0542 -0.2024 0.46
H -7.39732 19.35802 32.14400 -0.2164 -0.0889 0.1598 0.24
C -9.61422 6.99498 31.29898 -0.8305 -1.1097 -0.2157 -0.31
H -10.15264 17.63351 35.26463 -0.0229 -0.2133 -0.1570 -0.52
H -9.03400 5.49250 32.72876 0.0525 -0.0626 0.2185 0.29
H -8.02071 11.92908 34.71725 0.1434 0.2948 0.4513 0.64
H -6.59002 18.51005 30.87636 0.5268 -0.3138 0.0218 0.30
H -2.81198 2.99106 27.68168 -0.1088 -0.0244 -0.3809 0.50
H -5.81636 13.15149 33.74150 -0.2717 -0.2362 0.6939 0.33
O -6.76887 16.45477 37.24564 0.7306 -1.0455 0.3343 -0.48
O -7.13901 12.27809 27.68480 0.1543 -0.1843 0.0011 -0.57
O -3.91975 5.18528 32.09886 -0.1200 0.3879 0.2001 -0.55
C -3.66704 1.03207 28.06102 0.5856 0.4506 0.9118 -0.71
C -0.86546 -1.51790 27.76767 -1.0113 -0.3362 0.2136 -0.53
H -1.01964 -2.54641 27.42809 0.2708 -0.4063 0.3226 0.39
H -7.72830 8.76015 36.69833 -0.0034 0.2521 -0.0045 0.32
H -5.01699 13.58299 27.09478 -0.3402 0.1748 0.1912 0.37
H -3.37940 2.81407 29.30588 -0.1725 -0.0145 0.2795 0.21
O -8.47590 13.82286 33.87268 1.4149 -0.6332 -0.0352 0.44
H -9.86332 13.25073 35.21609 -0.2726 0.0830 0.2714 0.47
O -6.66279 8.68433 30.39039 0.0425 -0.4315 0.9980 0.56
H -2.29836 7.13950 33.08415 0.0388 0.1577 0.1560 0.55
O -5.42063 8.30464 26.95907 0.7493 -0.1672 0.4196 0.01
C -6.00997 7.55524 29.84934 0.5482 0.1215 -0.2800 -1.01
O -4.89926 3.07077 27.90467 0.8676 1.1427 -0.2902 -0.38
H -10.83885 16.44647 25.88053 -0.1642 -0.2613 -0.3214 0.32
O -10.87971 10.83727 29.82238 0.6311 0.2258 1.1111 -0.56
C -4.86374 4.49630 27.94300 -0.8314 0.5707 0.4869 -0.61
C -10.96454 18.52617 32.96176 1.3433 -0.2662 -0.4209 -0.46
H -9.12368 10.06475 30.65906 0.0162 -0.0262 0.0398 -0.77
H -10.75148 18.95106 31.98160 -0.2440 0.3204 0.1234 0.28
C -4.78010 12.76425 27.77670 -0.1855 0.3209 -0.2481 -1.58
H -6.67822 1.53253 31.73119 -0.3424 0.1978 0.2211 0.44
H -9.87467 10.09698 27.65544 0.1566 0.3909 0.0436 0.54
H -5.85392 8.42830 32.30036 -0.0949 0.0050 0.1262 -0.59
N -5.94504 11.15830 33.01730 0.1498 0.9909 -0.8242 0.11
C -9.26121 9.71160 28.47007 0.4907 -0.0448 1.0677 -1.51
H -7.80084 15.18635 28.90544 0.0877 0.3598 -0.2943 0.29
H -8.17297 14.94141 36.98974 -0.5639 0.3823 -0.4140 0.22
H -3.99703 13.14183 28.43438 0.1428 -0.3822 0.0521 0.31
H -5.75444 4.92175 27.47990 -0.2371 -0.4342 0.0055 0.32
C -6.65811 10.46867 31.94966 -0.0256 -2.0663 0.6573 0.97
C -2.67071 12.26780 32.09956 -0.3497 -0.1760 0.8639 -0.43
H -8.78700 13.82322 29.15156 -0.1596 -0.1998 -0.2935 -0.44
H -7.56504 3.36432 30.11433 0.0408 -0.0255 -0.1103 0.43
H -1.66774 12.13348 31.69367 -0.2010 -0.1157 -0.4792 0.39
H -4.21421 7.67001 25.51902 0.6818 0.4936 -0.5504 0.36
C -6.50800 12.50132 33.20576 -0.8944 0.1207 -0.0383 -0.53
H -5.38038 8.66987 35.86791 -0.0255 0.0284 0.0953 0.24
H -10.39805 4.97002 31.75191 0.0300 0.0853 -0.3556 0.52
H -8.85787 6.70679 30.56803 0.2301 -0.0693 0.2093 0.09
H -10.51607 7.16778 30.71010 -0.0157 0.5243 0.0830 0.44
H -9.55395 16.83108 37.10603 0.3977 -0.3666 -0.2456 0.11
C -7.60781 16.14851 31.57442 -0.9065 -0.5514 -0.6471 -0.93
C -6.14731 2.43161 31.41339 -0.4137 0.6599 -1.1511 0.18
H -12.94690 15.49763 36.18390 0.2892 0.1588 0.4137 0.25
H -9.29821 7.89387 31.82507 -0.0843 -0.0930 0.0412 -0.10
H -7.60709 10.11732 32.36236 -0.4286 0.1079 -0.4676 0.20
H -8.58035 19.65787 35.93622 -0.1423 0.0272 -0.4399 0.31
H -6.83353 11.03523 31.03637 0.1485 0.4906 0.3109 -0.83
O -5.22178 2.85331 32.38764 0.0574 -0.3832 0.6489 -0.62
H -9.55761 8.66524 28.57969 -0.4830 0.0007 0.4446 0.33
H -6.61168 14.45862 36.70418 0.6565 0.4069 -0.2389 0.31
C -7.25779 15.31911 36.52735 0.0312 0.1654 0.8888 -0.49
C -7.65735 9.10675 26.78878 1.2920 1.5980 -0.6537 -0.75
H -7.87839 3.77365 31.75862 0.2580 0.0314 0.2958 0.29
H -2.87914 -1.47501 28.74196 0.1907 -0.5344 0.0492 0.36
H -1.84206 0.69454 29.06383 -0.3123 0.0888 0.1629 0.21
O -10.87314 6.32996 33.22930 0.0676 0.1133 -0.0387 -0.56
H -7.86830 8.01419 33.71795 0.0718 -0.2401 0.0942 -0.47
C -8.88690 15.28966 31.35000 -0.0874 0.4519 0.3001 1.22
H -10.40166 13.27593 33.57191 -0.4722 0.3954 -0.1082 0.13
H -4.37490 11.42935 31.84386 -0.2648 0.0854 0.2288 -0.01
H -12.03366 18.50709 33.17793 -0.0293 0.4449 0.2841 0.40
H -8.53559 9.42511 34.49202 -0.3428 -0.0103 -0.0385 -0.25
C -9.80428 13.83732 34.29447 -0.2539 -1.2770 0.5119 -0.86
H -4.04848 5.03681 27.45670 0.5213 -0.7992 -0.3428 0.37
C -12.07018 13.90074 37.42937 0.3099 0.1506 0.4745 -0.76
H -5.79907 11.42167 29.12654 -0.3443 -0.3310 -0.2336 -0.35
C -10.39861 18.69704 35.19665 0.2738 0.0868 0.2651 0.86
C -8.85345 14.89183 28.93180 0.0831 -0.8517 0.8328 0.78
H -6.24486 18.14738 32.65789 0.4927 -0.0345 -0.2991 0.34
H -7.45805 11.35338 27.70147 0.0067 -0.1715 0.2831 0.29
H -10.10408 20.46253 36.25586 0.2350 0.1481 0.5646 0.40
C -9.95727 5.83309 32.25380 0.5640 0.7154 0.0984 -0.74
H -4.84394 4.85863 28.97413 -0.0073 -0.1259 0.2495 0.11
C -6.22245 9.24948 26.30424 0.2567 -0.3632 0.3844 -0.30
H -13.49276 14.03073 34.57096 0.0333 -0.0776 -0.1156 0.28
H 0.90603 -3.32898 28.88018 -0.4012 -0.0575 -0.0148 0.29
H -5.82521 6.79742 30.61312 -0.0308 -0.1419 -0.0071 -0.15
N -9.54473 18.88347 37.57409 -0.0977 0.1755 0.2066 -0.36
H -3.60672 7.51398 27.11949 0.4711 0.3979 0.1027 0.24
H -3.30189 7.62289 31.76847 -0.4840 0.1005 0.0445 0.15
H -8.13237 9.78196 26.07303 -0.8328 -0.3877 -0.0168 0.47
H -7.34727 15.53803 35.46334 -0.2165 -0.1387 -0.0337 0.19
H -2.12034 14.14472 33.13027 0.1917 -0.1278 -0.1096 0.41
H -3.54802 9.17608 26.36410 -0.1322 0.0481 -0.0108 0.28
H -12.20949 12.84887 37.68073 -0.2073 -0.1172 -0.5222 0.33
C -9.79836 16.78049 25.95173 -1.3669 -0.5199 -0.4891 -0.82
H -8.69725 14.23268 31.53614 0.2162 -0.0308 -0.3342 -1.05
O -0.06309 -1.44559 28.94607 -0.4958 -0.4338 -0.7468 -0.32
H -3.78867 13.64516 33.19234 -0.1630 0.4533 -0.0972 0.00
C -8.90886 17.54295 37.62475 -0.1198 1.0010 -0.0522 -0.32
N -2.31760 0.47661 28.20002 -0.2812 -0.5075 -1.4063 -0.24
N -7.83466 9.70617 28.11011 -0.6626 -0.8820 -0.8227 1.79
O -12.84553 13.71428 35.20613 0.5326 -0.4890 -0.9984 -0.49
H -9.21913 7.80288 34.85930 -0.0539 0.1389 -0.0803 0.47
O -6.13956 8.95930 35.35561 0.2384 0.1929 -0.0333 -0.44
H -11.04444 14.02601 37.08190 0.0602 0.0883 0.1842 -0.07
H -6.97255 15.75440 32.37055 0.1438 -0.2964 -0.0977 0.52
H -10.56470 14.84889 27.67720 -0.1248 -0.2014 -0.3570 0.42
C -7.31799 8.29679 35.79876 -0.2339 -0.4110 -0.3071 -0.59
H -10.62543 17.49255 32.85954 -0.0653 -0.2085 0.2154 0.02
H -11.47407 18.82645 35.34965 -0.1725 -0.2230 0.5070 0.34
H -10.81446 12.84608 30.11286 0.0720 0.2975 0.2124 0.06
H -6.54041 4.54923 30.87142 0.2868 -0.1401 0.2019 -0.31
H -8.87870 11.48610 29.59635 -0.1110 0.2649 0.1682 -0.58
H -4.72398 2.07714 32.65878 0.2267 0.1480 0.1580 0.28
H -4.41711 11.99507 27.09347 0.2006 -0.2907 0.3437 0.23
H 1.66777 -2.07486 27.91883 -0.0181 0.2789 -0.0811 0.30
H -4.13442 0.81991 27.09846 0.6129 0.0621 -0.3723 0.29
C -3.62449 2.56072 28.27052 -0.4045 -1.1278 0.0029 -0.38
H -9.23779 16.29804 25.14810 0.2261 -0.0569 0.0255 0.29
C -6.02169 12.32709 28.55976 0.3701 1.3098 -0.5299 1.33
H -10.19134 14.83243 34.50643 0.2439 0.0821 -0.3867 0.08
C -7.06427 3.61102 31.05221 -0.5040 -0.7905 -0.2220 -0.55
H -7.09578 7.26512 36.07912 0.0682 -0.1447 -0.1777 0.40
C -7.48263 17.63646 37.04905 -1.2067 -0.6051 -0.9052 -0.08
H -6.54894 13.00128 32.23600 -0.0793 -0.2057 -0.2363 -0.13
H -11.08708 5.62600 33.84692 -0.0114 -0.0556 -0.0212 0.32
C -2.92263 13.71038 32.53292 -0.2551 -0.4226 0.3669 -0.65
H -6.56035 7.15315 28.99880 -0.3670 -0.0323 0.2525 0.44
H 1.69333 -1.98874 29.70697 0.2262 -0.0827 -0.1608 0.25
H -9.88889 17.84490 25.73579 0.6644 0.1557 0.5613 0.26
C -7.97215 12.47330 33.77007 0.7056 0.9513 -0.2964 -0.21
H -4.92331 9.43415 31.16070 0.2131 -0.0134 0.1668 0.36
C -11.13846 11.96084 30.66519 -0.0908 0.5959 -0.7491 -0.44
C -9.61159 19.48942 36.24593 0.0551 -0.1610 -0.3591 -1.20
H -8.61641 11.88497 33.11215 -0.0762 0.1326 -0.3753 -0.31
H -5.62308 2.14375 30.49864 0.1754 0.0327 -0.0824 -0.27
H -14.05468 14.21737 36.70219 -0.1070 0.3619 0.4673 0.35
O -9.34599 16.45821 27.22789 0.6137 0.2441 0.3535 -0.29
C 1.09936 -2.25513 28.83325 0.0140 0.3667 0.6013 -0.73
H -5.77052 10.21460 26.54039 -0.5111 0.4358 -0.3424 -0.07
H -7.10011 16.18799 30.60699 0.5562 -0.1171 0.0907 0.57
C -13.02592 14.42937 36.39729 -1.0540 -0.4177 0.2353 -0.22
H -3.69529 8.19056 33.45170 0.2087 0.2737 -0.2063 0.18
H -4.51887 4.44653 32.27467 0.2565 -0.3398 -0.2075 0.35
H -7.35996 9.11247 28.78203 0.0509 0.5956 0.0978 -0.87
O -8.00379 17.45024 31.91478 -1.3330 -0.1405 0.0589 0.06
H -3.14250 14.36896 31.69320 0.0058 -0.1020 -0.0569 0.20
H -9.58482 16.47376 29.89096 -0.3762 0.2358 0.0909 0.40
C -6.98369 18.38147 31.88761 0.0209 0.8904 0.1900 -0.95
C -5.92532 9.18447 31.51686 -0.3914 0.8753 -0.9141 -0.95
C -9.50243 15.08015 27.57559 0.5215 0.7285 0.9542 -1.07
H -12.21467 14.39307 38.39212 0.1684 0.3845 -0.1217 0.36
H -6.92071 18.46698 37.47410 -0.0985 -0.0812 0.1806 0.28
H -7.93529 8.06088 26.64256 -0.4475 -0.0328 0.2020 0.33
H -7.57630 17.78170 35.96857 0.1440 0.3139 -0.1969 0.02
H -9.60346 15.56597 32.12490 0.0691 0.0897 0.1304 -0.85
C -2.31298 -0.97555 27.95191 1.4558 1.1726 0.1548 -0.67
C -3.33264 7.37287 32.82826 0.0846 -0.4629 0.4979 -1.09
H -8.95991 14.41855 26.89810 -0.2624 0.0069 -0.3654 0.37
H -0.34401 -1.04140 26.93511 -0.1379 0.4804 0.0196 0.34
C -4.16419 6.13752 33.13374 0.3447 -0.3971 -0.7409 -0.02
C -4.08070 8.22973 26.44748 -1.5163 -1.5501 0.3012 -0.92
H -3.85554 5.70918 34.09053 0.0210 0.0865 0.2112 0.53
O -3.69914 11.79265 31.25625 0.2654 0.2109 -1.1892 -0.40
C -8.31246 8.36857 34.64863 0.3092 0.2377 0.3535 0.28
H -8.79383 17.16530 38.64164 -0.2545 0.3811 0.2255 0.39
H -12.20135 12.09455 30.86522 -0.0966 -0.4580 -0.2678 0.45
H -10.65006 11.98203 31.64179 0.3354 -0.5406 -0.0067 0.08
H -2.77948 11.59666 32.95553 0.7836 0.3049 0.5340 0.26
H -4.34247 0.51501 28.75081 -0.3127 0.3670 0.4580 0.27
H -5.06828 7.88803 29.40761 0.2886 -0.1912 0.1723 0.37
H -2.82078 -1.14795 27.00234 -0.0444 -0.0386 -0.0221 0.35
O -10.13080 19.19695 33.91740 -0.7022 -0.1752 -0.7250 -0.39
H -10.48283 18.89744 37.95070 0.0777 -0.3794 0.3319 0.31
N -9.58512 15.47525 30.06775 0.7406 0.4197 -0.4388 -0.15
H -6.25911 13.11142 29.28318 0.1891 0.0204 0.3154 -0.14
```
Forces are in eV/Å.

Charge: 0
Relative energy (zero: lowest compared OMol25 entry of this formula, charge and spin), kcal per mole: 0.0
LUMO level, eV: 0.30
Calculated total energy, hartree: -3299.13560
HOMO energy, eV: -8.50
SMILES string: COCCNCCOC.COCCNCCOC.COCCNCCOC.COCCNCCOC.COCCNCCOC.CCO.CCO.CCO.CCO.CCO.CCO.CCO